{"formula": "C19H24F9N8O9S3Zn2", "method": "ωB97M-V/def2-TZVPD", "charge": 1, "max_force_ev_per_a": 6.56, "gap_ha": 0.28685, "homo_energy_ha": -0.476, "lumo_ev": -5.16, "symbols": ["Zn", "Zn", "S", "S", "S", "F", "F", "F", "F", "F", "F", "F", "F", "F", "O", "O", "O", "O", "O", "O", "O", "O", "O", "N", "N", "N", "N", "N", "N", "N", "N", "C", "C", "C", "C", "C", "C", "C", "C", "C", "C", "C", "C", "C", "C", "C", "C", "C", "C", "C", "H", "H", "H", "H", "H", "H", "H", "H", "H", "H", "H", "H", "H", "H", "H", "H", "H", "H", "H", "H", "H", "H", "H", "H"], "coordinates": [[-0.64, -0.65, 0.05], [-2.06, -4.37, 2.30], [-3.25, -1.40, 1.90], [0.29, -2.13, 2.80], [-0.84, -3.97, -0.71], [1.47, -4.53, 0.46], [-5.34, -2.44, 0.57], [-5.76, -0.57, 1.48], [2.84, -2.93, 2.18], [0.80, -6.11, -0.97], [1.66, -4.14, -1.75], [-4.61, -0.63, -0.34], [2.79, -1.66, 3.97], [2.07, -3.78, 3.91], [-3.57, -0.43, 2.97], [0.37, -1.55, 1.48], [-0.71, -2.49, -0.64], [-2.13, -0.99, 1.08], [-3.22, -2.77, 2.33], [-0.48, -3.36, 2.79], [-1.56, -4.35, 0.52], [-1.43, -4.35, -2.00], [-0.13, -1.19, 3.83], [-0.69, 1.34, 0.46], [2.81, 2.06, 1.99], [-1.79, 0.12, -1.87], [1.15, 3.30, -1.79], [2.25, -1.29, -4.70], [4.97, -2.71, -0.43], [-3.59, 2.02, 0.88], [1.31, -0.55, -1.05], [1.41, -2.08, -4.50], [2.26, -0.27, -1.58], [-0.67, 2.44, 0.86], [5.05, -1.88, 0.36], [-0.74, 3.80, 1.46], [0.89, -4.73, -0.76], [3.14, 3.01, 2.59], [-1.98, 0.39, -2.98], [5.04, -0.80, 1.37], [-2.24, 0.82, -4.36], [0.03, 5.65, -2.13], [3.57, 0.05, -2.28], [-4.89, -1.24, 0.83], [-5.72, 2.48, 2.37], [2.17, -2.65, 3.27], [0.24, -2.96, -4.37], [3.52, 4.32, 3.22], [0.59, 4.31, -1.94], [-4.52, 2.23, 1.55], [5.84, -0.13, 1.05], [5.23, -1.37, 2.28], [-0.91, 5.83, -1.61], [3.66, 4.26, 4.30], [-0.58, -2.53, -3.79], [-6.21, 3.20, 1.72], [-1.63, 0.23, -5.05], [-0.64, 4.48, 0.60], [-3.32, 0.81, -4.56], [4.43, 4.69, 2.73], [0.87, 6.33, -2.01], [-1.68, 4.13, 1.90], [-0.07, -3.17, -5.39], [0.42, -3.95, -3.95], [2.64, 4.88, 2.91], [4.31, 0.47, -1.60], [-5.45, 2.84, 3.36], [-0.27, 5.76, -3.16], [4.04, -0.37, 1.33], [0.08, 4.17, 2.06], [-1.97, 1.87, -4.47], [3.46, 0.62, -3.20], [3.83, -0.98, -2.54], [-6.21, 1.51, 2.42]], "lowdin_charge": [0.43, 1.06, 0.61, 0.59, 0.65, 0.12, 0.16, 0.19, 0.14, 0.10, 0.11, 0.12, 0.13, 0.17, -0.27, -0.35, -0.36, -0.35, -0.32, -0.35, -0.35, -0.26, -0.26, 0.18, 0.13, 0.19, 0.15, 0.15, 0.14, 0.17, 0.19, -0.23, -0.18, -0.15, -0.30, -0.02, -0.48, -0.25, -0.17, -0.06, -0.03, -0.07, -0.04, -0.66, -0.03, -0.59, -0.07, -0.05, -0.28, -0.25, 0.09, 0.08, 0.08, 0.08, 0.07, 0.09, 0.09, 0.05, 0.09, 0.08, 0.09, 0.09, 0.09, 0.07, 0.07, 0.08, 0.09, 0.08, 0.05, 0.08, 0.09, 0.07, 0.06, 0.07]}